1.
{
  "formula": "C36H24Br2GaN4OS",
  "method": "the ωB97M-V functional and the def2-TZVPD basis",
  "homo_lumo_gap_ha": 0.259,
  "total_charge": 1,
  "e_homo_ev": -10.6,
  "e_above_lowest_kj_mol": 28.5,
  "elements": ["Ga", "Br", "C", "C", "C", "C", "O", "C", "C", "N", "C", "C", "C", "C", "C", "C", "C", "C", "N", "C", "C", "H", "H", "H", "H", "H", "H", "H", "H", "H", "H", "Br", "C", "C", "C", "C", "C", "C", "C", "C", "C", "C", "H", "H", "H", "H", "H", "H", "S", "C", "C", "C", "N", "C", "C", "C", "C", "C", "N", "C", "C", "H", "H", "H", "H", "H", "H", "H", "H"],
  "xyz": [[-0.071, -0.185, 0.459], [4.570, 2.614, 5.491], [3.299, 1.695, 4.441], [2.922, 0.389, 4.791], [2.004, -0.301, 4.038], [1.431, 0.272, 2.888], [0.568, -0.435, 2.205], [1.805, 1.596, 2.554], [1.194, 2.311, 1.487], [0.405, 1.809, 0.597], [-0.224, 2.629, -0.370], [0.224, 3.824, -0.857], [-0.547, 4.540, -1.802], [-1.744, 4.055, -2.244], [-2.215, 2.804, -1.777], [-3.436, 2.216, -2.180], [-3.794, 0.994, -1.689], [-2.924, 0.327, -0.808], [-1.792, 0.853, -0.396], [-1.437, 2.088, -0.858], [2.738, 2.294, 3.355], [3.355, -0.072, 5.669], [1.703, -1.306, 4.305], [1.391, 3.383, 1.449], [1.173, 4.230, -0.527], [-0.177, 5.486, -2.173], [-2.339, 4.611, -2.958], [-4.074, 2.743, -2.880], [-4.720, 0.518, -1.977], [-3.157, -0.666, -0.447], [3.008, 3.311, 3.093], [-2.068, -1.834, 1.818], [-1.107, -3.288, 1.051], [-1.265, -4.513, 1.616], [-0.706, -5.641, 0.975], [-0.087, -5.503, -0.229], [0.064, -4.228, -0.831], [0.626, -4.091, -2.124], [0.746, -2.865, -2.705], [0.410, -1.705, -1.973], [-0.114, -1.773, -0.708], [-0.381, -3.061, -0.153], [-1.842, -4.629, 2.524], [-0.817, -6.616, 1.430], [0.288, -6.373, -0.756], [0.941, -4.985, -2.652], [1.140, -2.773, -3.710], [0.628, -0.740, -2.418], [6.833, -0.391, -0.441], [5.074, -0.390, -0.328], [4.348, -1.349, 0.371], [2.976, -1.222, 0.448], [2.301, -0.207, -0.098], [3.001, 0.712, -0.765], [4.374, 0.661, -0.914], [7.208, -2.127, -0.370], [6.706, -3.018, -1.310], [7.084, -4.347, -1.216], [7.919, -4.816, -0.285], [8.406, -3.944, 0.593], [8.079, -2.592, 0.599], [4.841, -2.183, 0.850], [2.383, -1.959, 0.979], [2.435, 1.521, -1.215], [4.892, 1.420, -1.487], [6.040, -2.688, -2.098], [6.708, -5.071, -1.930], [9.088, -4.341, 1.336], [8.491, -1.925, 1.345]],
  "forces_ev_per_angstrom": [[0.487, 0.307, -0.020], [0.011, 0.004, 0.020], [0.060, -0.065, 0.107], [-0.053, -0.044, -0.025], [0.068, -0.006, 0.062], [0.024, 0.032, -0.088], [-0.161, -0.114, 0.041], [-0.016, 0.047, -0.020], [0.054, 0.049, 0.080], [-0.200, -0.010, -0.344], [0.070, -0.118, 0.152], [0.051, 0.101, -0.012], [0.040, -0.024, 0.041], [-0.012, -0.007, -0.007], [-0.083, 0.030, -0.041], [-0.019, 0.050, -0.047], [0.000, -0.049, 0.023], [0.030, -0.015, -0.066], [-0.036, 0.101, -0.086], [-0.064, -0.167, 0.097], [-0.047, 0.048, -0.110], [0.006, 0.009, -0.024], [0.011, 0.027, 0.001], [0.006, 0.004, 0.025], [-0.022, 0.020, -0.026], [0.006, -0.012, 0.018], [0.016, -0.013, 0.017], [0.017, -0.014, 0.022], [0.011, 0.003, 0.002], [0.009, 0.002, -0.003], [-0.027, -0.029, -0.001], [-0.134, 0.000, 0.205], [0.046, 0.144, -0.135], [0.036, -0.134, -0.041], [-0.048, -0.004, 0.096], [0.026, 0.002, -0.071], [-0.022, 0.030, 0.023], [0.012, -0.069, -0.008], [0.006, 0.079, -0.055], [0.034, -0.032, -0.011], [-0.136, -0.213, 0.290], [-0.061, -0.094, -0.094], [0.020, 0.002, -0.021], [-0.001, 0.018, -0.013], [-0.003, 0.024, 0.003], [-0.019, 0.023, 0.029], [0.000, 0.010, 0.031], [0.030, -0.005, -0.017], [-0.083, 0.023, -0.102], [0.078, -0.054, 0.078], [0.015, -0.049, -0.045], [-0.052, -0.016, -0.052], [0.051, 0.164, 0.022], [0.038, -0.070, 0.006], [-0.029, 0.082, -0.036], [0.000, 0.030, 0.014], [-0.014, 0.011, 0.020], [0.072, -0.041, 0.078], [-0.056, 0.127, -0.029], [-0.009, -0.068, -0.052], [-0.007, -0.015, 0.035], [-0.010, -0.016, 0.008], [0.005, 0.005, 0.011], [0.011, 0.004, 0.021], [-0.035, -0.015, 0.017], [0.015, -0.007, 0.015], [0.008, 0.005, 0.019], [-0.015, 0.005, -0.013], [-0.003, -0.030, -0.013]]
}

***

2.
{
  "formula": "C3H5NO2",
  "method": "the ωB97M-V functional and the def2-TZVPD basis",
  "homo_lumo_gap_ha": [0.322, 0.322],
  "total_charge": 0,
  "e_homo_ev": [-8.2, -8.2],
  "e_above_lowest_kj_mol": 460.8,
  "elements": ["C", "C", "C", "O", "N", "O", "H", "H", "H", "H", "H"],
  "xyz": [[1.519, 0.359, -0.170], [-1.991, 0.047, 0.243], [-0.820, 0.698, 0.108], [-0.313, -1.546, 0.148], [0.167, -0.033, -0.521], [-3.111, -0.244, 0.312], [-0.451, -2.147, -0.600], [-0.607, 1.483, 0.827], [1.654, 0.604, 0.889], [1.767, 1.230, -0.783], [2.186, -0.452, -0.454]],
  "forces_ev_per_angstrom": [[0.051, -0.570, 0.283], [-0.886, 1.534, -0.101], [-0.828, -0.013, 0.594], [1.151, 1.326, -0.431], [-0.485, -2.230, -0.158], [0.822, -0.368, 0.118], [0.381, 0.303, -0.245], [-0.065, 0.024, -0.107], [-0.024, -0.043, -0.014], [-0.141, -0.051, 0.018], [0.023, 0.086, 0.043]]
}

***

3.
{
  "formula": "C2H7N3",
  "method": "the ωB97M-V functional and the def2-TZVPD basis",
  "homo_lumo_gap_ha": 0.331,
  "total_charge": 0,
  "smiles": "[H]/N=C\\N.C=N",
  "e_homo_ev": -8.5,
  "e_above_lowest_kj_mol": 306.4,
  "elements": ["C", "N", "H", "H", "H", "N", "C", "N", "H", "H", "H", "H"],
  "xyz": [[-0.232, -4.795, -2.667], [0.139, -3.884, -3.458], [0.371, -5.544, -2.134], [-1.217, -4.692, -2.171], [0.325, -4.150, -4.423], [0.922, 3.550, 2.243], [-0.172, 2.971, 1.608], [-0.865, 2.054, 2.119], [0.935, 3.433, 3.244], [1.119, 4.502, 1.947], [-0.353, 3.377, 0.619], [-0.412, 1.558, 2.884]],
  "forces_ev_per_angstrom": [[-0.139, 1.118, 1.829], [-2.483, -0.984, -1.627], [0.222, -0.919, -1.136], [0.290, 0.364, 0.461], [2.111, 0.422, 0.470], [0.153, 0.529, -0.666], [0.776, 0.261, 1.312], [-0.468, -1.188, -1.192], [0.034, 0.017, -0.014], [0.116, -0.372, 0.147], [-0.443, 0.138, -0.037], [-0.169, 0.615, 0.453]]
}